C5H7Cl2N | ωB97M-V with the def2-TZVPD basis set

The geometry in XYZ format:
```
15
Properties=species:S:1:pos:R:3:forces:R:3
C 0.86605 -1.15163 0.82299 -1.56 -2.57 -2.37
C -0.02491 -0.42749 -0.16122 -2.58 2.53 2.33
Cl -1.38367 -1.35989 -0.95313 0.64 -0.14 0.96
C 0.64508 0.14077 -1.33206 1.36 -0.08 -0.60
Cl 2.00163 1.20696 -0.87279 0.00 0.43 -0.19
C -0.77083 0.86894 0.85146 4.26 -1.35 -0.38
C -1.94124 1.35523 0.22811 -0.97 -0.56 0.57
N -2.96219 1.53213 -0.25985 -0.30 0.53 -0.39
H 1.75629 -0.56729 0.90007 0.21 0.68 1.58
H 0.16485 -1.59182 1.58318 1.58 0.78 0.05
H 1.28023 -2.00827 0.23528 -0.41 0.09 0.51
H 1.11903 -0.68207 -1.83638 0.23 -0.39 -0.42
H -0.01723 0.58936 -2.04349 -0.29 0.71 -0.08
H -0.74807 0.39650 1.86941 -1.15 0.52 -1.01
H 0.01500 1.69857 0.96841 -1.01 -1.18 -0.54
```
Forces are in eV/Å.

Charge = 0
Lowest unoccupied orbital energy = 0.58 eV
E = -1169.8108 Ha
HOMO level = -10.82 eV
SMILES = C[C@](Cl)(CCl)CC#N
Relative energy (zero: lowest compared OMol25 entry of this formula, charge and spin) = 13.4 kcal per mole

***

C50H52N5O3RbS2 | ωB97M-V with the def2-TZVPD basis set

The geometry in XYZ format:
```
113
Properties=species:S:1:pos:R:3:forces:R:3
Rb 0.88979 1.47641 -2.02064 0.33 1.10 1.01
C 0.78073 3.19879 3.26756 -0.01 0.12 0.03
N 1.59998 3.75288 2.20056 -0.07 -0.14 -0.10
C 0.80508 4.12517 1.03707 0.04 0.07 0.04
C 1.06594 5.51494 0.47716 -0.14 0.09 0.11
N 0.21480 5.67498 -0.68996 0.02 -0.02 0.04
C 0.79179 6.36483 -1.81630 -0.04 0.05 0.00
C -1.15350 5.99068 -0.42937 0.09 -0.02 -0.01
C -1.45725 7.19007 0.20832 -0.04 0.03 0.03
C -2.76082 7.56845 0.49504 0.02 0.00 0.00
C -3.78872 6.71159 0.11716 -0.02 0.05 0.03
C -3.50181 5.52243 -0.52590 -0.08 -0.06 0.02
C -2.18755 5.10944 -0.82162 0.04 -0.07 -0.01
S -1.93595 3.58802 -1.63802 0.10 -0.12 -0.09
C 2.97560 3.44647 2.18790 -0.06 0.13 0.06
C 3.58869 3.40199 3.45396 0.01 -0.03 -0.02
C 4.89596 2.99437 3.66241 -0.03 -0.03 -0.01
C 5.66104 2.64694 2.55968 0.05 0.03 0.09
C 5.10668 2.78621 1.30093 0.10 -0.07 -0.06
C 3.79166 3.20856 1.04004 -0.01 0.02 -0.06
S 3.39192 3.42417 -0.66062 -0.07 -0.08 -0.11
H 1.36043 2.54387 3.91220 0.03 -0.01 0.00
H -0.04512 2.61361 2.85069 0.01 0.00 -0.01
H 0.33544 3.98216 3.89760 0.02 -0.01 0.00
H -0.23833 4.09713 1.35740 -0.03 -0.02 -0.05
H 0.90652 3.43829 0.20306 0.06 -0.14 0.05
H 2.10772 5.60020 0.17280 -0.01 -0.06 -0.04
H 0.86769 6.27063 1.25832 0.05 0.01 -0.03
H 0.90634 7.45542 -1.65863 0.01 -0.01 -0.01
H 0.15397 6.21566 -2.69042 0.01 0.00 -0.01
H 1.77405 5.93875 -2.02469 0.01 0.01 -0.01
H -0.63205 7.83741 0.48822 0.00 0.01 0.01
H -2.96856 8.50633 0.99735 0.00 0.00 0.00
H -4.82235 6.97219 0.32091 -0.01 0.01 0.01
H -4.30585 4.86105 -0.82776 0.00 0.00 0.00
H 3.00553 3.71764 4.30862 -0.02 -0.01 0.05
H 5.30152 2.96234 4.66748 0.00 0.00 0.01
H 6.68535 2.30742 2.66958 0.00 0.00 0.01
H 5.70487 2.56354 0.42513 0.00 0.00 0.01
N -2.37734 2.21232 1.38694 0.07 0.21 -0.08
C -2.75392 1.05081 1.96610 -0.04 -0.21 0.02
C -3.74609 0.98707 2.93134 0.01 0.03 -0.02
C -4.10960 -0.22900 3.52616 -0.05 -0.04 0.05
C -3.50718 -1.40616 3.17973 0.03 -0.01 0.00
C -2.48534 -1.38952 2.19916 0.01 0.00 0.03
C -1.82166 -2.56355 1.77699 0.01 -0.01 -0.08
C -0.85515 -2.48878 0.82133 -0.11 0.04 -0.03
C -0.53731 -1.22435 0.28148 0.03 -0.02 -0.03
N -1.11336 -0.11128 0.65050 -0.07 0.03 0.01
C -2.09063 -0.17576 1.59483 0.02 0.07 -0.02
H -3.00997 2.99400 1.44248 -0.02 0.01 0.06
H -1.89415 2.19262 0.49501 0.09 -0.01 -0.11
H -4.25385 1.90067 3.21764 0.00 0.00 0.00
H -4.89690 -0.22691 4.27170 0.00 0.00 0.01
H -3.79567 -2.34687 3.63249 0.00 -0.01 0.00
H -2.10072 -3.51355 2.22041 0.00 -0.01 0.01
H -0.32253 -3.36495 0.47986 -0.01 -0.02 -0.02
H 0.22997 -1.15754 -0.48522 -0.02 0.03 -0.02
C 0.55977 -4.61630 4.10823 -0.01 -0.01 0.01
C 1.29714 -3.70200 3.16915 0.03 0.00 0.03
C 1.32902 -2.33446 3.38901 0.01 -0.01 -0.03
C 1.94327 -1.45505 2.50115 -0.01 -0.07 -0.03
C 1.89940 0.01757 2.78638 0.02 0.05 0.02
C 2.57408 -1.99758 1.37127 0.02 -0.05 -0.06
C 3.18806 -1.10697 0.35405 -0.13 0.01 0.16
O 2.80387 0.01351 0.13864 -0.01 0.02 -0.24
C 2.58115 -3.38311 1.14360 -0.01 0.04 0.08
C 3.23934 -3.98627 -0.07146 0.03 0.00 -0.07
C 1.93101 -4.21482 2.04157 0.04 0.03 0.04
H 0.26863 -4.09271 5.01826 0.00 0.00 0.00
H 1.17098 -5.47696 4.38618 0.00 -0.01 0.00
H -0.35032 -4.99854 3.63866 0.01 0.01 0.00
H 0.82866 -1.92357 4.25848 -0.01 0.00 0.03
H 1.51038 0.18242 3.79115 0.01 0.01 0.00
H 1.26025 0.54311 2.07535 -0.01 -0.05 0.02
H 2.88258 0.48590 2.70811 0.00 0.02 -0.01
H 4.02681 -1.52824 -0.22943 0.02 -0.01 -0.03
H 2.84715 -3.56716 -1.00051 -0.01 -0.01 0.02
H 3.06797 -5.06234 -0.09160 0.00 -0.01 -0.01
H 4.31854 -3.81832 -0.07172 -0.01 -0.01 0.00
H 1.91115 -5.28356 1.85349 -0.01 -0.02 0.00
C 1.11286 -6.43163 -2.78993 0.06 0.01 0.03
C 0.32626 -5.82306 -3.92426 -0.08 -0.02 0.04
C 0.28764 -6.50441 -5.13502 -0.01 0.02 -0.04
C -0.38627 -5.96324 -6.22053 0.04 -0.05 0.00
C -1.05916 -4.76988 -6.07771 -0.05 0.00 0.07
C -1.05566 -4.07610 -4.85971 -0.05 -0.08 -0.13
N -1.75422 -2.86901 -4.84139 0.18 0.13 -0.09
C -2.33895 -2.22419 -3.73060 -0.06 -0.19 -0.06
C -3.33636 -2.85592 -2.99494 0.00 -0.01 -0.03
C -3.97979 -2.17444 -1.97267 0.01 0.03 0.03
C -3.65242 -0.84902 -1.71335 0.04 -0.06 0.10
C -2.64695 -0.22791 -2.44083 0.01 0.01 -0.03
C -1.96530 -0.91839 -3.43592 -0.09 0.36 -0.03
C -0.84323 -0.27815 -4.24781 0.07 -0.36 -0.19
O -1.12677 0.08655 -5.39928 -0.02 -0.11 -0.01
O 0.28179 -0.25247 -3.67747 -0.36 -0.60 -0.51
C -0.32222 -4.58713 -3.77424 0.07 -0.03 0.03
C -0.12468 -3.76485 -2.52794 -0.02 0.01 0.00
H 1.51380 -7.40034 -3.08901 0.00 0.00 0.00
H 0.49835 -6.58170 -1.89978 -0.02 0.01 0.00
H 1.95357 -5.79889 -2.49517 0.00 -0.01 -0.01
H 0.80329 -7.45301 -5.22851 0.01 -0.01 -0.01
H -0.40026 -6.48150 -7.17218 0.00 -0.01 0.01
H -1.62209 -4.34826 -6.90148 0.00 0.01 0.00
H -1.52810 -2.23119 -5.59444 0.00 0.06 0.04
H -3.61213 -3.87365 -3.24990 0.01 0.00 0.02
H -4.75375 -2.66866 -1.39715 0.00 0.00 0.00
H -4.16820 -0.29887 -0.93661 -0.01 0.01 0.03
H -2.40604 0.81081 -2.23749 0.02 0.00 0.05
H -1.06302 -3.50881 -2.04002 -0.03 -0.03 0.06
H 0.35284 -2.81317 -2.78386 -0.03 0.04 0.00
H 0.49633 -4.28436 -1.80099 0.05 0.01 -0.01
```
Forces are in eV/Å.

Charge = -2
Lowest unoccupied orbital energy = 3.53 eV
E = -3256.6264 Ha
HOMO level = -1.28 eV
Relative energy (zero: lowest compared OMol25 entry of this formula, charge and spin) = 49.5 kcal per mole

***

C13H17N8OS2Tl | ωB97M-V with the def2-TZVPD basis set

The geometry in XYZ format:
```
42
Properties=species:S:1:pos:R:3:forces:R:3
Tl 0.19550 0.20301 -0.99369 0.01 0.01 0.01
N 0.92797 -0.85934 1.31277 -0.03 0.06 0.06
C 0.71479 0.05509 2.43509 0.00 -0.01 -0.04
C -0.67806 0.66078 2.36626 0.00 0.03 -0.02
N -0.81495 1.49514 1.17121 0.00 -0.04 0.01
H 0.44028 -1.73793 1.45595 0.01 -0.01 -0.01
H 1.91148 -1.05328 1.16986 0.00 -0.01 -0.02
H 1.45732 0.85472 2.36159 0.00 -0.01 0.02
H 0.85085 -0.43133 3.40645 0.01 0.01 0.02
H -0.87658 1.21279 3.29106 -0.01 -0.02 0.02
H -1.41443 -0.14338 2.29758 0.01 0.01 0.01
H -0.40248 2.41138 1.30669 0.01 -0.01 -0.01
H -1.78954 1.64961 0.93222 0.01 0.01 -0.01
N -3.23948 -2.31648 1.13349 0.02 -0.03 0.01
C -2.15102 -2.14322 0.32500 0.02 0.02 0.01
O -1.96874 -1.02832 -0.21377 -0.06 0.00 -0.02
C -1.25936 -3.24940 0.18385 -0.04 -0.03 -0.03
C -1.53470 -4.48251 0.81892 0.21 0.01 0.06
N -1.77344 -5.46123 1.38444 -0.12 0.02 -0.04
C -0.12734 -3.10302 -0.63932 -0.09 -0.01 -0.05
N 0.79875 -2.91983 -1.30911 0.01 0.01 0.03
H -3.49373 -3.23316 1.46104 0.00 0.00 0.01
H -3.93475 -1.59364 1.12614 0.00 0.02 -0.01
S -1.93901 3.02654 -1.71791 0.00 -0.03 -0.01
C -3.05089 1.82306 -1.46258 0.01 0.00 0.06
N -3.21455 0.83625 -2.41565 -0.02 -0.02 0.00
C -4.13520 -0.13989 -2.33648 -0.01 -0.03 -0.03
C -4.97231 -0.17836 -1.26992 -0.02 0.02 0.05
C -4.73614 0.79250 -0.27433 0.03 0.02 -0.02
N -3.82775 1.72873 -0.34174 -0.02 0.00 -0.02
H -2.58381 0.88657 -3.20324 0.01 0.01 0.00
H -4.15610 -0.85498 -3.14653 0.02 0.01 -0.01
H -5.73598 -0.93284 -1.17073 0.01 0.00 -0.01
H -5.33060 0.78076 0.63602 0.00 0.00 0.00
S 5.80281 0.27067 -1.28626 -0.04 0.02 0.01
C 4.93531 -1.12493 -1.75780 0.05 -0.03 0.01
C 3.67999 -1.08657 -1.24548 -0.01 0.01 0.01
N 3.39246 0.02921 -0.49098 0.03 -0.05 0.02
C 4.42207 0.81825 -0.43455 0.03 0.01 -0.02
H 5.38281 -1.89212 -2.36711 -0.01 0.01 0.00
H 2.92161 -1.84608 -1.38728 -0.01 0.04 0.00
H 4.43032 1.75749 0.09984 0.00 -0.01 -0.01
```
Forces are in eV/Å.

Charge = 0
Lowest unoccupied orbital energy = -0.38 eV
E = -1987.7718 Ha
HOMO level = -7.89 eV
Relative energy (zero: lowest compared OMol25 entry of this formula, charge and spin) = 2.4 kcal per mole

***

C13H31BClNO6P3Pb | ωB97M-V with the def2-TZVPD basis set

The geometry in XYZ format:
```
57
Properties=species:S:1:pos:R:3:forces:R:3
C 7.91504 -1.95456 0.89392 0.05 -0.02 -0.06
O 7.56720 -0.59042 0.84817 0.08 0.09 -0.01
C 6.30724 -0.34338 0.26746 0.03 -0.03 0.02
C 5.97005 1.12063 0.48042 -0.03 -0.02 0.14
C 4.47213 1.43585 0.49587 0.05 0.29 -0.20
C 3.62851 0.73823 -0.58018 -0.18 0.06 0.16
C 2.18954 0.43101 -0.14715 -0.07 0.02 0.10
C 1.16234 1.50721 -0.51560 0.00 -0.03 -0.08
C -0.26401 0.95779 -0.68895 -0.04 0.08 0.24
C -1.35048 1.82770 -0.04037 -0.09 0.14 -0.05
C -2.50946 1.11619 0.68207 -0.09 0.17 -0.17
C -3.73552 0.83047 -0.20491 0.25 0.10 0.61
P -4.93973 2.29024 -0.56255 0.12 -0.33 -0.52
O -4.05460 3.24989 -1.50368 0.15 0.32 0.08
Cl -4.85921 3.30534 1.21014 -0.01 0.10 0.24
O -3.33360 0.33439 -1.46555 -0.38 -0.26 -0.32
B -3.01039 -1.04603 -1.32197 0.67 0.41 0.81
P -2.94839 -2.08260 -3.04741 -0.28 -0.39 0.01
N -1.69958 -3.14808 -2.76344 0.37 0.46 0.01
O -4.28129 -3.05463 -3.03566 0.17 0.38 0.02
O -4.00357 -1.55508 -0.20051 -0.82 -0.24 -0.66
C -4.65361 -0.31269 0.30140 -0.14 -0.04 -0.31
P -5.31509 -0.17257 2.05480 0.26 -0.03 0.12
C -3.92117 -0.73920 3.06919 -0.03 -0.08 0.11
O -6.29818 -1.51848 2.23374 -0.02 0.38 -0.59
H 9.00025 -2.01937 0.86837 0.04 -0.03 0.06
H 7.51654 -2.50664 0.03773 0.00 0.01 -0.06
H 7.55074 -2.42298 1.81272 -0.07 -0.03 0.02
H 5.53984 -0.98993 0.71839 0.00 0.01 0.11
H 6.35108 -0.58946 -0.80057 -0.07 -0.07 -0.05
H 6.39003 1.39010 1.44868 0.02 0.08 0.07
H 6.49426 1.73665 -0.24887 0.01 -0.04 -0.16
H 4.37260 2.51317 0.35378 -0.09 0.09 0.18
H 4.06782 1.22898 1.48900 0.00 -0.21 0.01
H 4.09518 -0.19644 -0.88563 0.08 0.01 -0.05
H 3.57243 1.39146 -1.45247 0.20 -0.18 -0.22
H 2.17304 0.29793 0.93816 -0.06 -0.17 0.02
H 1.87000 -0.52311 -0.57269 0.01 -0.01 -0.14
H 1.15462 2.27455 0.25916 0.11 0.14 -0.03
H 1.48544 1.98342 -1.44188 -0.04 0.15 -0.01
H -0.47715 0.84893 -1.75224 -0.05 -0.24 -0.02
H -0.30029 -0.03279 -0.23850 -0.01 -0.15 0.04
H -1.76917 2.49129 -0.79540 0.07 0.12 -0.02
H -0.86126 2.46094 0.69974 -0.05 0.06 0.07
H -2.83634 1.77042 1.48734 -0.07 -0.08 0.19
H -2.14601 0.20156 1.15072 0.07 -0.14 -0.15
H -3.41134 3.80997 -1.03751 -0.10 -0.18 -0.20
H -1.88525 -1.30089 -0.94174 -0.14 -0.08 0.07
H -1.11299 -2.90846 -1.97077 -0.03 -0.10 0.04
H -1.11614 -3.33995 -3.56833 -0.15 -0.32 -0.04
H -4.98079 -2.67211 -2.41187 -0.05 0.09 -0.91
H -5.54310 -0.17127 -0.35815 -0.24 0.02 0.22
H -3.70787 -1.79660 2.92995 0.07 -0.06 -0.12
H -3.03504 -0.14679 2.88342 0.12 0.08 0.08
H -4.22081 -0.58537 4.10439 0.01 -0.02 0.08
H -6.28461 -2.13185 1.48153 -0.12 -0.13 0.89
Pb -5.97988 -2.69258 -0.64577 0.48 -0.14 0.33
```
Forces are in eV/Å.

Charge = +1
Lowest unoccupied orbital energy = -6.68 eV
E = -2721.8091 Ha
HOMO level = -11.02 eV

***

C6H12N4S | ωB97M-V with the def2-TZVPD basis set

The geometry in XYZ format:
```
23
Properties=species:S:1:pos:R:3:forces:R:3
C -0.48039 0.30642 -0.55883 1.91 -2.34 3.27
C -1.70775 1.08559 -0.93253 1.61 2.84 -2.24
C -2.16191 -0.79761 0.49877 -3.05 -2.82 1.46
C -2.86495 0.40187 -0.12441 -0.25 0.37 -0.78
C 2.31805 -1.57563 1.47703 3.14 0.47 2.53
C 2.46464 0.99627 -0.53299 2.41 1.41 -3.78
N 0.17588 -1.36924 0.81844 0.87 -2.79 2.93
N 1.33814 -0.86231 0.68111 0.35 -0.19 -1.03
N -0.76172 -0.72957 0.28097 1.19 5.71 -4.90
N 1.50256 0.16666 -0.04750 -8.19 0.04 -0.72
S -4.12825 -0.02011 -1.44803 0.50 -0.12 0.83
H -1.55596 2.12708 -0.59028 -0.02 -0.22 0.10
H -1.77341 1.31768 -2.11066 -0.20 -1.24 2.49
H -2.35228 -0.95152 1.57880 0.23 0.40 -0.44
H -2.56675 -1.70343 0.04576 0.24 -0.26 -0.09
H -3.29328 1.02283 0.70432 0.45 -0.17 -1.15
H 2.86120 -2.45498 1.05593 -0.83 0.83 -0.51
H 3.14667 -0.84324 1.89380 -1.84 -1.24 -1.02
H 1.69536 -1.91405 2.31556 0.59 -0.05 -0.14
H 2.05706 1.65950 -1.39306 0.17 -1.02 1.64
H 2.93086 1.67203 0.16309 0.16 0.03 0.68
H 3.17959 0.38310 -1.11460 0.30 0.32 0.58
H -5.22895 0.59760 -0.97986 0.26 0.05 0.28
```
Forces are in eV/Å.

Charge = +2
Lowest unoccupied orbital energy = -10.82 eV
E = -852.1028 Ha
HOMO level = -16.39 eV
Relative energy (zero: lowest compared OMol25 entry of this formula, charge and spin) = 168.6 kcal per mole

***

C9H14O | ωB97M-V with the def2-TZVPD basis set

The geometry in XYZ format:
```
24
Properties=species:S:1:pos:R:3:forces:R:3
C -1.03325 -0.66276 3.40312 0.52 0.74 0.04
C -0.07933 -0.22897 2.29241 -1.13 0.30 -0.29
C 1.07873 -0.93389 1.94814 -2.23 0.17 0.63
C 1.84990 -0.45468 0.92085 1.73 -1.47 -1.54
C 1.61688 0.75097 0.29773 -1.39 2.27 0.77
C 0.46484 1.49763 0.68260 2.20 0.29 -0.08
C -0.39881 0.96038 1.62286 0.16 0.07 -0.26
H -1.99595 -0.16314 3.35259 0.12 0.55 -0.08
H -0.52434 -0.37379 4.32171 -0.31 -0.03 0.35
H -1.33581 -1.68422 3.50813 0.52 -0.96 -0.37
H 1.10155 -1.88299 2.47429 1.01 -0.12 -0.42
H 2.62103 -1.10254 0.46133 -0.10 0.43 0.77
H 2.30293 1.35209 -0.31854 -0.02 -1.18 -0.04
H 0.52658 2.57678 0.38622 -1.01 -1.17 0.02
H -1.32654 1.47779 1.81097 -0.09 0.07 0.41
C -1.17189 0.58182 -3.29379 -0.46 0.47 0.39
C -0.47244 -0.73093 -2.99270 -0.23 -1.48 0.05
O 0.94280 -0.64019 -3.09846 0.48 0.42 -0.44
H -1.08163 1.10726 -2.32817 0.47 0.78 -0.84
H -2.25567 0.66079 -3.47458 0.12 -1.15 0.12
H -0.77674 1.05221 -4.19424 0.57 0.34 0.45
H -0.63732 -0.94589 -1.93487 -0.66 -0.47 -0.14
H -0.74939 -1.62136 -3.62723 -0.11 1.02 0.58
H 1.33389 -0.59237 -2.22037 -0.17 0.11 -0.08
```
Forces are in eV/Å.

Charge = 0
Lowest unoccupied orbital energy = 0.86 eV
E = -426.5207 Ha
HOMO level = -9.23 eV
SMILES = Cc1ccccc1.CCO
Relative energy (zero: lowest compared OMol25 entry of this formula, charge and spin) = 32.7 kcal per mole